1.
Molecular formula: C5H15NSi
Method: DFT, ωB97M-V/def2-TZVPD

```
22
Properties=species:S:1:pos:R:3:lowdin_spin:R:1
C -2.937 0.334 -0.065 0.007
C 1.951 1.622 -0.328 0.023
C 2.430 -0.598 0.614 0.016
C -0.282 -2.047 0.097 0.088
C -1.562 0.866 0.266 0.131
N 1.354 0.371 0.183 0.247
Si -0.157 -0.209 -0.383 0.588
H -3.711 0.862 0.298 0.001
H -3.237 0.406 -1.063 0.003
H -3.118 -0.694 0.317 0.000
H 2.371 1.513 -1.312 0.007
H 1.267 2.473 -0.590 0.006
H 2.700 2.051 0.517 0.001
H 2.764 -0.506 1.618 0.009
H 1.916 -1.467 0.502 0.001
H 3.330 -0.445 -0.024 0.003
H 0.126 -2.306 1.108 0.009
H -1.417 -2.170 0.051 0.001
H 0.171 -2.668 -0.719 0.016
H -1.514 1.157 1.362 0.023
H -1.512 1.898 -0.175 0.005
H -0.386 -0.689 -2.328 0.816
```

Properties
Maximum force: 4.09 eV/A
Spin multiplicity: 3
ΔE to the lowest compared entry with this formula, charge and spin: 1.9691 eV
HOMO (alpha / beta): -4.31 / -8.87 eV
E_LUMO (alpha / beta): 0.99 / -2.31 eV
Frontier orbital gap (alpha / beta): 5.3 / 6.6 eV



2.
Molecular formula: C5H16BBaN4
Method: DFT, ωB97M-V/def2-TZVPD

```
27
Properties=species:S:1:pos:R:3:lowdin_charge:R:1
C 2.373 0.187 1.484 -0.087
C 2.145 0.471 -0.115 -0.337
N 2.911 -0.288 -1.004 0.014
C 1.152 1.587 -0.785 -0.185
B -0.223 1.905 0.056 -0.568
C -0.950 0.597 0.736 -0.162
C -1.232 -0.653 -0.293 -0.533
N -1.390 -0.243 -1.740 0.086
N -2.589 -1.251 0.137 -0.248
N -0.229 -1.808 -0.091 0.061
H 1.622 0.732 2.198 0.074
H 3.480 0.542 1.733 0.096
H 2.382 -0.994 1.616 0.078
H 2.705 0.008 -1.999 0.028
H 1.774 2.597 -0.861 0.119
H 0.921 1.249 -1.884 0.077
H -1.004 2.342 -0.739 0.038
H -0.057 2.807 0.831 0.043
H -2.024 0.964 1.106 0.098
H -0.418 0.163 1.685 0.075
H -2.156 -0.784 -2.212 0.081
H -0.527 -0.395 -2.306 0.093
H -2.771 -2.145 -0.397 0.026
H -2.398 -1.595 1.126 -0.118
H 0.547 -1.749 -0.788 0.077
H 0.127 -1.810 0.897 0.068
Ba -4.171 -2.438 1.607 2.006
```

Properties
Maximum force: 5.09 eV/A
Charge: +1
HOMO: -9.81 eV
E_LUMO: -6.52 eV
Frontier orbital gap: 3.3 eV



Values of DFT total energy, in order: -14789.4782; -12761.4259, all in eV.